[1]
# C31H48N3O16

A cluster of 7 separate species, C31H48N3O16 in total at a distorted geometry (ωB97M-V/def2-TZVPD, OMol25).

- Charge: -1
- ΔE to the lowest compared entry with this formula, charge and spin: 0.0 kJ/mol
- Calculated total energy: -70147.956 eV
- F_max: 0.0929 hartree/bohr
- Lowest unoccupied orbital energy: 0.1 eV

CARTESIAN COORDINATES (ANGSTROEM)
C (-6.284, 21.154, 18.814)
O (-5.697, 20.442, 19.920)
H (-6.753, 20.381, 18.205)
H (-7.003, 21.942, 19.038)
H (-5.510, 21.405, 18.089)
C (-3.736, 19.122, 16.011)
C (-3.840, 18.457, 17.324)
C (-3.292, 16.967, 17.081)
O (-3.212, 16.506, 18.459)
C (-2.882, 15.120, 18.469)
N (-3.057, 19.387, 18.234)
H (-4.305, 18.560, 15.271)
H (-2.702, 19.035, 15.677)
H (-3.968, 20.187, 16.032)
H (-4.877, 18.348, 17.643)
H (-2.332, 16.928, 16.567)
H (-3.906, 16.274, 16.505)
H (-3.733, 14.584, 18.049)
H (-2.768, 14.736, 19.483)
H (-1.969, 14.841, 17.943)
H (-2.095, 19.446, 17.934)
H (-3.402, 20.321, 18.062)
C (-8.292, 16.539, 14.199)
C (-7.267, 17.143, 15.219)
C (-7.769, 18.571, 15.770)
O (-8.027, 19.416, 14.630)
C (-8.115, 20.826, 14.851)
N (-7.134, 16.178, 16.301)
H (-8.388, 17.210, 13.346)
H (-9.297, 16.583, 14.617)
H (-8.123, 15.535, 13.810)
H (-6.269, 17.175, 14.781)
H (-6.892, 18.970, 16.279)
H (-8.631, 18.422, 16.421)
H (-8.567, 21.252, 13.955)
H (-7.096, 21.214, 14.859)
H (-8.589, 21.150, 15.778)
H (-6.967, 15.241, 15.964)
H (-8.023, 16.107, 16.776)
C (-8.700, 18.064, 20.548)
C (-7.454, 17.317, 21.100)
C (-6.709, 16.620, 19.949)
O (-5.408, 16.138, 20.406)
C (-5.557, 14.917, 21.191)
N (-6.581, 18.303, 21.732)
H (-9.144, 18.671, 21.337)
H (-9.469, 17.343, 20.271)
H (-8.324, 18.596, 19.674)
H (-7.697, 16.501, 21.781)
H (-6.510, 17.308, 19.128)
H (-7.379, 15.849, 19.567)
H (-6.528, 14.494, 20.931)
H (-5.502, 15.122, 22.260)
H (-4.724, 14.235, 21.025)
H (-6.648, 19.088, 21.100)
H (-7.109, 18.552, 22.557)
C (-5.215, 25.050, 16.922)
C (-5.916, 24.922, 15.823)
C (-5.843, 23.769, 14.906)
O (-6.596, 23.635, 13.917)
C (-4.701, 22.942, 15.156)
C (-3.929, 23.110, 16.228)
C (-4.049, 24.231, 17.243)
O (-3.423, 24.497, 18.227)
O (-2.897, 22.234, 16.464)
O (-6.722, 25.886, 15.520)
H (-5.295, 25.938, 17.531)
H (-4.602, 22.013, 14.614)
H (-2.293, 22.681, 17.062)
H (-7.436, 25.509, 15.000)
C (-9.694, 21.551, 23.475)
C (-8.777, 21.818, 22.545)
C (-8.846, 23.054, 21.811)
O (-7.981, 23.434, 20.993)
C (-10.164, 23.856, 21.950)
C (-11.089, 23.428, 22.912)
C (-10.858, 22.377, 23.871)
O (-11.626, 22.108, 24.840)
O (-12.312, 23.968, 23.069)
O (-7.822, 20.927, 22.124)
H (-9.614, 20.579, 23.939)
H (-10.341, 24.706, 21.307)
H (-12.749, 23.582, 23.831)
H (-7.124, 21.300, 21.580)
C (-12.389, 21.812, 19.617)
C (-13.240, 22.814, 19.241)
C (-12.933, 24.035, 18.393)
O (-13.696, 24.856, 17.876)
C (-11.451, 24.089, 18.109)
C (-10.563, 23.167, 18.472)
C (-10.991, 21.835, 19.160)
O (-10.226, 20.884, 19.272)
O (-9.315, 23.168, 17.993)
O (-14.550, 22.846, 19.624)
H (-12.741, 21.017, 20.257)
H (-10.996, 24.768, 17.403)
H (-8.740, 22.588, 18.496)
H (-14.876, 23.729, 19.432)

[2]
# C31H49BN3O4P2Ti

A structure of composition C31H49BN3O4P2Ti at a distorted geometry (ωB97M-V/def2-TZVPD, OMol25).

- Charge: +2
- Expectation value of S²: 0.759
- 2S+1: 2
- Calculated total energy: -87959.510 eV
- F_max: 0.0871 hartree/bohr
- Lowest unoccupied orbital energy (alpha / beta): -7.5 / -7.5 eV

CARTESIAN COORDINATES (ANGSTROEM)
Ti (0.234, 0.141, -0.012)
C (-0.155, 3.808, 2.753)
C (-0.900, 2.856, 1.811)
C (-2.218, 3.517, 1.389)
C (0.085, 2.673, 0.625)
P (-1.053, 1.079, 2.557)
C (-2.565, 0.042, 1.952)
N (-2.001, -1.265, 1.616)
B (-0.827, -1.406, 0.809)
N (-0.133, -2.568, 1.276)
C (1.291, -2.813, 1.118)
P (2.242, -1.194, 1.377)
C (2.394, -0.927, 3.259)
C (2.531, 0.594, 3.434)
C (3.564, -1.615, 3.959)
C (1.112, -1.431, 3.922)
C (3.990, -1.548, 0.708)
C (3.941, -1.664, -0.815)
C (4.569, -2.854, 1.251)
C (4.881, -0.344, 1.038)
C (-0.953, -3.204, 2.211)
C (-0.774, -4.389, 2.910)
C (-1.758, -4.773, 3.806)
C (-2.910, -4.007, 3.982)
C (-3.100, -2.827, 3.281)
C (-2.101, -2.411, 2.413)
C (-1.493, 1.267, 4.416)
C (-2.670, 2.232, 4.589)
C (-1.893, -0.109, 4.977)
C (-0.273, 1.733, 5.220)
H (0.078, 4.728, 2.210)
H (0.786, 3.383, 3.105)
H (-0.763, 4.089, 3.607)
H (-2.033, 4.281, 0.628)
H (-2.677, 4.016, 2.242)
H (-2.931, 2.802, 0.998)
H (0.272, 3.633, 0.143)
H (-0.330, 2.007, -0.150)
H (1.054, 2.309, 0.995)
H (-3.057, 0.482, 1.097)
H (-3.286, -0.052, 2.757)
H (1.516, -3.144, 0.102)
H (1.634, -3.577, 1.814)
H (3.359, 0.995, 2.846)
H (2.726, 0.835, 4.482)
H (1.611, 1.097, 3.137)
H (4.534, -1.250, 3.629)
H (3.525, -2.699, 3.852)
H (3.489, -1.398, 5.027)
H (0.227, -1.047, 3.423)
H (1.095, -1.101, 4.963)
H (1.067, -2.520, 3.930)
H (3.291, -2.469, -1.151)
H (4.948, -1.880, -1.177)
H (3.631, -0.725, -1.267)
H (3.923, -3.704, 1.026)
H (4.762, -2.831, 2.317)
H (5.527, -3.034, 0.757)
H (4.412, 0.588, 0.710)
H (5.826, -0.444, 0.499)
H (5.119, -0.264, 2.096)
H (0.097, -5.012, 2.747)
H (-1.641, -5.690, 4.369)
H (-3.670, -4.347, 4.672)
H (-4.014, -2.261, 3.406)
H (-3.457, 2.052, 3.855)
H (-2.366, 3.276, 4.527)
H (-3.101, 2.082, 5.581)
H (-2.961, -0.301, 4.884)
H (-1.667, -0.130, 6.045)
H (-1.354, -0.937, 4.518)
H (0.159, 2.662, 4.865)
H (0.505, 0.969, 5.222)
H (-0.582, 1.898, 6.255)
O (-3.576, 2.478, -2.283)
C (-2.576, 1.752, -1.847)
O (-2.465, 1.309, -0.727)
C (-1.551, 1.409, -2.865)
C (-1.689, 1.677, -4.215)
C (-0.752, 1.137, -5.092)
C (0.228, 0.313, -4.590)
C (0.290, 0.105, -3.207)
N (-0.549, 0.700, -2.344)
C (1.158, -0.814, -2.521)
O (1.919, -1.689, -3.119)
O (1.138, -0.804, -1.270)
H (-4.252, 2.609, -1.601)
H (-2.517, 2.276, -4.567)
H (-0.822, 1.332, -6.153)
H (0.947, -0.148, -5.256)
H (1.764, -1.736, -4.073)

[3]
# C31H49BaN2O2P2

A structure of composition C31H49BaN2O2P2 at a distorted geometry (ωB97M-V/def2-TZVPD, OMol25).

- Charge: +1
- ΔE to the lowest compared entry with this formula, charge and spin: 0.0 kJ/mol
- Calculated total energy: -59284.573 eV
- F_max: 0.0682 hartree/bohr
- Lowest unoccupied orbital energy: -2.7 eV

CARTESIAN COORDINATES (ANGSTROEM)
C (1.360, 1.581, 1.483)
C (-0.793, 1.944, 0.625)
C (1.512, 2.931, 1.804)
C (-0.582, 3.347, 0.742)
C (0.560, 3.835, 1.347)
H (2.404, 3.256, 2.345)
H (-1.367, 3.997, 0.373)
H (0.708, 4.901, 1.495)
N (0.234, 1.065, 0.941)
P (2.732, -0.919, 0.947)
P (-2.948, 0.023, 0.625)
C (2.518, 0.650, 1.899)
H (3.457, 1.230, 1.859)
H (2.369, 0.405, 2.969)
C (-0.283, -4.775, -0.497)
O (-0.199, -5.892, -0.741)
C (-2.084, 1.485, 0.189)
H (-2.610, 2.180, -0.474)
C (-3.818, -0.613, -1.013)
C (-4.114, 0.721, 1.963)
C (3.854, -0.351, -0.488)
C (3.568, -2.037, 2.238)
C (-2.997, -1.830, -1.504)
H (-2.889, -2.606, -0.721)
H (-3.527, -2.310, -2.341)
H (-2.001, -1.549, -1.903)
C (-5.254, -1.059, -0.700)
H (-5.280, -1.860, 0.052)
H (-5.887, -0.227, -0.364)
H (-5.707, -1.459, -1.622)
C (-3.847, 0.465, -2.098)
H (-4.379, 0.061, -2.976)
H (-4.381, 1.370, -1.777)
H (-2.842, 0.756, -2.435)
C (-4.931, -0.420, 2.591)
H (-4.275, -1.208, 2.986)
H (-5.518, -0.017, 3.428)
H (-5.639, -0.876, 1.888)
C (-3.205, 1.337, 3.043)
H (-2.401, 0.645, 3.338)
H (-2.754, 2.275, 2.698)
H (-3.807, 1.567, 3.934)
C (-5.033, 1.795, 1.375)
H (-4.489, 2.548, 0.791)
H (-5.841, 1.385, 0.757)
H (-5.517, 2.316, 2.219)
C (3.942, -3.372, 1.565)
H (4.300, -4.067, 2.341)
H (3.078, -3.840, 1.067)
H (4.752, -3.258, 0.830)
C (2.542, -2.310, 3.358)
H (2.286, -1.407, 3.930)
H (1.613, -2.767, 2.983)
H (2.987, -3.024, 4.068)
C (4.812, -1.379, 2.845)
H (5.153, -2.002, 3.687)
H (5.647, -1.322, 2.138)
H (4.614, -0.373, 3.239)
C (3.179, 0.844, -1.187)
H (3.670, 1.015, -2.159)
H (2.114, 0.666, -1.397)
H (3.271, 1.776, -0.611)
C (3.979, -1.518, -1.486)
H (2.999, -1.843, -1.868)
H (4.583, -1.180, -2.343)
H (4.494, -2.382, -1.043)
C (5.253, 0.059, -0.016)
H (5.239, 0.800, 0.793)
H (5.856, -0.806, 0.292)
H (5.782, 0.521, -0.866)
Ba (-0.253, -1.587, 0.213)
N (0.630, -1.646, -2.561)
C (0.624, -0.775, -3.360)
C (0.412, 0.384, -4.169)
C (0.697, 0.354, -5.546)
C (-0.138, 1.551, -3.599)
C (0.445, 1.485, -6.333)
H (1.103, -0.563, -5.966)
C (-0.394, 2.679, -4.394)
H (-0.357, 1.552, -2.522)
C (-0.089, 2.647, -5.764)
H (0.662, 1.448, -7.404)
H (-0.833, 3.577, -3.944)
H (-0.275, 3.531, -6.383)
O (-0.785, -1.186, 3.032)
H (-0.351, -0.571, 3.651)
H (-1.319, -1.772, 3.598)